5
Properties=species:S:1:pos:R:3 method="wB97M-V/def2-TZVPD" max_force_ev_per_a=0.569 total_charge=+1 relative_energy_kcal_mol=79.4 homo_energy_ev=-13.460 gap_ev=3.1850
Zn 1.19382 -14.77347 23.15226
I -3.13176 -15.79185 21.31862
O -7.63995 -16.61782 17.07992
H -6.73822 -16.81294 17.33496
H -7.96150 -16.03140 17.76472